{
  "formula": "HN2O4",
  "method": "ωB97M-V/def2-TZVPD",
  "total_energy_ha": -410.38206,
  "fmax_ev_per_a": 5.8,
  "spin_multiplicity": 1,
  "gap_ev": [5.5, 5.5],
  "total_charge": 1,
  "species": ["N", "N", "O", "O", "O", "O", "H"],
  "xyz": [[0.82788, 0.52191, -0.54085], [1.63368, 0.86230, -1.22405], [2.43521, 1.08802, -1.96053], [-1.43802, -1.18619, 0.65247], [-0.55500, -0.11365, 2.24496], [-0.94613, -0.00127, 1.11758], [-1.95762, -1.17113, -0.28958]],
  "nbo_charge": [-0.2611, 0.5031, -0.2249, -0.2444, 0.2182, 0.4350, 0.5741]
}